The following is a DFT calculation (wB97M-V/def2-TZVPD) of a molecular structure, C3H3AgLiO3.

Calculated values
2S+1: 2
HOMO (spin up / spin down): -5.20 / -6.95 eV
Relative energy (zero: lowest compared OMol25 entry of this formula, charge and spin): 308.89 kJ/mol

Last column: Mulliken spin population.
CARTESIAN COORDINATES (ANGSTROEM)
O  0.097  2.196  0.183  0.219
C  -0.699  1.572  -0.636  0.460
C  -1.188  0.222  -0.316  0.093
H  -0.876  1.989  -1.642  0.017
H  -1.916  -0.141  -1.049  0.013
H  -1.595  0.181  0.709  0.002
Li  1.002  1.112  1.375  -0.007
O  -0.099  -1.054  -0.282  0.135
C  0.867  -0.868  0.619  0.081
O  2.000  -1.238  0.212  0.101
Ag  2.407  -3.972  0.826  -0.113

=====

The following is a DFT calculation (wB97M-V/def2-TZVPD) of C4H5NO2S in the gas phase.

Calculated values
HOMO: -9.67 eV
Relative energy (zero: lowest compared OMol25 entry of this formula, charge and spin): 310.14 kJ/mol

Last column: natural (NBO) charge in e.
CARTESIAN COORDINATES (ANGSTROEM)
C  -1.402  -0.928  -0.595  -0.286
C  -1.116  0.319  -1.073  -0.104
C  -0.226  -1.351  0.130  0.107
C  0.204  0.705  -0.601  -0.351
N  0.723  -0.457  0.184  -0.429
O  0.416  0.841  2.060  -0.935
O  2.672  1.013  1.249  -0.904
S  1.731  0.173  1.941  1.707
H  -2.128  -1.475  -0.966  0.212
H  -1.815  0.963  -1.632  0.230
H  -0.220  -2.291  0.521  0.195
H  0.943  0.950  -1.358  0.256
H  0.218  1.538  0.139  0.302

=====

The following is a DFT calculation (wB97M-V/def2-TZVPD) of a gas-phase ion, C4H10N3 (charge +1).

Calculated values
HOMO: -13.20 eV
SMILES: CN1C=NC[C@@H]1[NH3+]
Relative energy (zero: lowest compared OMol25 entry of this formula, charge and spin): 227.02 kJ/mol
Charge: +1

Last column: natural (NBO) charge in e.
CARTESIAN COORDINATES (ANGSTROEM)
C  -0.949  -1.752  -0.130  -0.414
N  0.209  -0.857  0.046  -0.450
C  1.490  -1.250  0.311  0.290
N  2.310  -0.321  0.075  -0.425
C  1.653  0.871  -0.363  -0.270
C  0.202  0.436  -0.436  0.130
N  -0.479  1.472  0.586  -0.694
H  -1.195  -1.824  -1.194  0.216
H  -0.626  -2.869  0.241  0.247
H  -1.751  -1.323  0.456  0.202
H  1.678  -2.192  0.546  0.208
H  2.057  1.153  -1.317  0.248
H  1.742  1.782  0.332  0.198
H  -0.245  0.575  -1.340  0.213
H  -0.110  2.324  0.287  0.429
H  -0.320  1.220  1.548  0.447
H  -1.458  1.546  0.440  0.427

=====

The following is a DFT calculation (wB97M-V/def2-TZVPD) of C3H5NO2 in the gas phase.

Calculated values
HOMO: -9.84 eV
SMILES: ON=C1COC1
Relative energy (zero: lowest compared OMol25 entry of this formula, charge and spin): 365.77 kJ/mol

Last column: natural (NBO) charge in e.
CARTESIAN COORDINATES (ANGSTROEM)
O  2.195  -0.809  -0.177  -0.580
N  1.487  0.275  0.375  -0.133
C  0.249  0.168  0.156  0.195
C  -0.920  1.018  0.561  -0.102
O  -1.810  0.028  0.003  -0.523
C  -0.720  -0.795  -0.465  -0.128
H  2.944  -0.350  -0.573  0.475
H  -1.005  1.987  0.050  0.195
H  -1.031  1.156  1.642  0.198
H  -0.696  -1.793  -0.014  0.203
H  -0.692  -0.885  -1.558  0.200

=====

The following is a DFT calculation (wB97M-V/def2-TZVPD) of a molecular structure, C24H21BrCuN4O.

Calculated values
HOMO: -3.62 eV
Relative energy (zero: lowest compared OMol25 entry of this formula, charge and spin): 0.00 kJ/mol
Charge: -1

Last column: natural (NBO) charge in e.
CARTESIAN COORDINATES (ANGSTROEM)
Cu  1.372  -1.236  0.031  0.795
Br  -5.802  1.172  -2.550  0.027
C  -4.391  2.386  -2.169  -0.101
C  -4.641  3.497  -1.386  -0.230
C  -3.607  4.381  -1.116  -0.223
C  -2.317  4.154  -1.587  0.069
C  -2.092  3.027  -2.383  -0.171
C  -3.125  2.150  -2.681  -0.246
N  -1.366  5.200  -1.379  -0.249
N  -0.124  4.992  -1.301  -0.109
C  0.468  3.766  -1.003  -0.087
C  1.744  3.614  -1.563  -0.125
C  2.464  2.445  -1.530  -0.368
C  1.953  1.299  -0.864  0.437
O  2.517  0.183  -0.857  -0.709
C  0.699  1.499  -0.099  0.058
N  0.340  0.453  0.685  -0.473
C  -0.714  0.577  1.462  0.034
C  -1.456  1.763  1.532  -0.255
C  -1.113  2.820  0.735  -0.183
C  -0.023  2.708  -0.156  -0.003
H  -5.635  3.678  -1.000  0.218
H  -3.788  5.272  -0.525  0.220
H  -1.103  2.839  -2.777  0.226
H  -2.939  1.281  -3.298  0.229
H  2.125  4.472  -2.107  0.215
H  3.421  2.357  -2.029  0.212
H  -0.972  -0.287  2.065  0.196
H  -2.289  1.837  2.219  0.212
H  -1.665  3.745  0.810  0.219
C  1.669  -2.273  2.984  -0.420
N  2.498  -2.252  1.792  -0.472
C  3.807  -1.690  2.069  -0.405
C  2.592  -3.584  1.187  -0.264
C  1.284  -4.002  0.542  0.002
C  0.820  -5.305  0.696  -0.265
C  -0.342  -5.715  0.046  -0.270
C  -1.019  -4.799  -0.748  -0.245
C  -0.551  -3.488  -0.868  -0.250
C  0.612  -3.023  -0.229  -0.482
H  2.106  -2.904  3.777  0.154
H  0.685  -2.668  2.730  0.222
H  1.553  -1.258  3.368  0.196
H  4.394  -2.312  2.767  0.150
H  3.692  -0.697  2.505  0.199
H  4.362  -1.587  1.136  0.211
H  2.932  -4.328  1.929  0.153
H  3.357  -3.518  0.409  0.203
H  1.364  -6.008  1.325  0.183
H  -0.711  -6.728  0.163  0.190
H  -1.921  -5.105  -1.272  0.189
H  -1.122  -2.801  -1.488  0.186

=====

The following is a DFT calculation (wB97M-V/def2-TZVPD) of 2 unconnected molecules or ions with the total composition C6H12O.

Calculated values
HOMO: -8.44 eV
SMILES: C=CC(=C)CC.O
Relative energy (zero: lowest compared OMol25 entry of this formula, charge and spin): 272.69 kJ/mol

Last column: natural (NBO) charge in e.
CARTESIAN COORDINATES (ANGSTROEM)
C  -0.699  -0.919  2.219  -0.356
C  -0.262  -0.294  1.110  -0.227
C  0.137  1.127  1.013  -0.008
C  0.394  1.932  2.076  -0.415
C  0.415  1.619  -0.389  -0.435
C  1.825  1.197  -0.920  -0.603
H  -1.027  -1.950  2.253  0.206
H  -0.479  -0.395  3.141  0.193
H  -0.120  -0.817  0.169  0.194
H  0.709  1.446  3.000  0.194
H  0.029  2.947  2.020  0.208
H  -0.122  0.940  -1.077  0.197
H  0.143  2.650  -0.561  0.223
H  2.027  0.145  -1.152  0.208
H  2.507  1.419  -0.095  0.206
H  2.079  1.803  -1.779  0.215
O  -2.715  -4.589  -3.766  -0.941
H  -1.800  -4.556  -3.432  0.472
H  -3.041  -3.707  -3.828  0.469

=====

The following is a DFT calculation (wB97M-V/def2-TZVPD) of a molecular structure, C3H9N2OS.

Calculated values
2S+1: 3
HOMO (spin up / spin down): -10.41 / -13.27 eV
Relative energy (zero: lowest compared OMol25 entry of this formula, charge and spin): 193.27 kJ/mol
Charge: +1

Last column: Mulliken spin population.
CARTESIAN COORDINATES (ANGSTROEM)
C  1.371  -0.334  0.085  0.100
C  -2.414  -0.185  -0.033  0.009
C  -0.110  -0.027  0.211  0.332
N  2.243  -0.228  1.020  0.121
N  -1.112  -0.474  -0.524  0.186
O  1.829  -0.885  -1.002  0.030
S  0.821  1.857  -0.757  1.239
H  -2.726  0.914  -0.179  0.006
H  -3.005  -0.829  -0.623  0.003
H  -2.483  -0.450  1.004  0.001
H  -0.560  0.059  1.163  0.003
H  2.083  -0.292  1.971  -0.001
H  3.211  -0.351  0.656  0.004
H  -0.912  -0.625  -1.509  -0.004
H  1.224  -0.929  -1.795  0.001
H  0.542  2.777  0.311  -0.029

=====

The following is a DFT calculation (wB97M-V/def2-TZVPD) of C2H6N2S in the gas phase.

Calculated values
HOMO: -8.44 eV
SMILES: CNNC=S
Relative energy (zero: lowest compared OMol25 entry of this formula, charge and spin): 141.56 kJ/mol

Last column: natural (NBO) charge in e.
CARTESIAN COORDINATES (ANGSTROEM)
C  0.990  -0.998  -0.247  -0.438
N  0.775  0.126  0.676  -0.451
N  -0.075  1.035  0.028  -0.400
C  -1.345  0.839  -0.111  -0.047
S  -2.177  -0.595  0.186  -0.239
H  1.879  -1.593  0.160  0.203
H  1.192  -0.589  -1.229  0.199
H  0.112  -1.620  -0.344  0.213
H  0.233  -0.178  1.481  0.363
H  0.320  1.920  -0.073  0.393
H  -1.905  1.652  -0.527  0.202

=====

The following is a DFT calculation (wB97M-V/def2-TZVPD) of a molecular structure, C4H4O2.

Calculated values
HOMO: -9.06 eV
Relative energy (zero: lowest compared OMol25 entry of this formula, charge and spin): 519.56 kJ/mol

Last column: natural (NBO) charge in e.
CARTESIAN COORDINATES (ANGSTROEM)
O  0.032  -1.397  -1.544  -0.619
C  -0.251  -0.434  -0.750  0.498
C  0.775  0.566  -0.537  -0.652
C  0.238  0.526  0.896  0.110
O  -1.099  1.018  0.939  -0.446
C  -0.958  -0.349  0.542  -0.046
H  0.829  1.532  -1.043  0.241
H  1.106  -0.724  -1.461  0.470
H  0.776  0.390  1.837  0.219
H  -1.448  -1.129  1.123  0.225

=====

The following is a DFT calculation (wB97M-V/def2-TZVPD) of C18H22ClN5O4S in the gas phase.

Calculated values
HOMO: -9.29 eV
SMILES: C[C@@H]1CN(C(=O)c2cc(Cl)c3ccncc3n2)C[C@@H]1NC(=O)[C@@H](C)NS(C)(=O)=O
Relative energy (zero: lowest compared OMol25 entry of this formula, charge and spin): 21.78 kJ/mol

Last column: natural (NBO) charge in e.
CARTESIAN COORDINATES (ANGSTROEM)
C  2.543  -1.547  -1.968  -0.603
C  2.483  -0.032  -1.942  -0.233
C  2.253  0.543  -0.535  -0.212
N  1.528  1.802  -0.774  -0.425
C  0.663  2.398  0.083  0.648
O  -0.127  3.265  -0.257  -0.610
C  0.668  1.940  1.523  0.144
C  -0.592  1.889  2.170  -0.235
C  -0.630  1.510  3.474  0.030
Cl  -2.138  1.400  4.304  0.038
C  0.577  1.209  4.158  -0.099
C  0.684  0.820  5.511  -0.232
C  1.920  0.565  6.027  0.020
N  3.075  0.661  5.319  -0.404
C  2.989  1.020  4.068  0.080
C  1.765  1.312  3.412  0.106
N  1.805  1.663  2.100  -0.393
C  1.386  2.042  -2.213  -0.229
C  1.359  0.623  -2.762  -0.048
N  0.059  0.053  -2.448  -0.632
C  -0.495  -0.976  -3.119  0.675
O  0.024  -1.534  -4.067  -0.626
C  -1.892  -1.379  -2.611  -0.151
C  -2.239  -2.802  -3.014  -0.615
N  -1.982  -1.113  -1.174  -0.898
S  -3.339  -0.588  -0.427  2.334
C  -4.447  -1.961  -0.281  -0.891
O  -2.928  -0.240  0.902  -0.949
O  -3.947  0.364  -1.306  -0.941
H  1.612  -1.980  -1.597  0.199
H  2.702  -1.920  -2.980  0.231
H  3.354  -1.909  -1.333  0.213
H  3.422  0.371  -2.335  0.209
H  3.182  0.714  0.005  0.224
H  1.642  -0.138  0.062  0.196
H  -1.488  2.135  1.621  0.269
H  -0.202  0.729  6.124  0.235
H  2.032  0.265  7.062  0.200
H  3.905  1.105  3.493  0.201
H  2.243  2.595  -2.603  0.206
H  0.480  2.613  -2.403  0.248
H  1.525  0.555  -3.835  0.235
H  -0.471  0.451  -1.688  0.421
H  -2.590  -0.681  -3.082  0.250
H  -2.077  -2.930  -4.081  0.249
H  -1.599  -3.519  -2.495  0.209
H  -3.279  -3.028  -2.784  0.203
H  -1.403  -1.685  -0.571  0.409
H  -5.303  -1.604  0.288  0.260
H  -4.763  -2.276  -1.272  0.241
H  -3.950  -2.766  0.254  0.241

=====

Q: Which of these has the highest relative energy (zero: lowest compared OMol25 entry of this formula, charge and spin)?
A: C4H4O2